Entry 1:
One molecule with the formula C3H6N2O in a non-equilibrium geometry, computed with wB97M-V/def2-TZVPD.

DFT total energy	-302.485151	Eh
net charge	0

Structure (XYZ):
```
12
Properties=species:S:1:pos:R:3:forces:R:3
C -1.05068 0.76413 -0.13269 1.9 5.3 -2.3
C 0.15343 0.09451 0.45329 1.1 -0.6 -2.4
C 1.64574 0.13514 0.03063 -0.9 2.5 1.3
H -1.18839 -1.20667 0.45356 -3.1 0.5 -1.3
H -0.90022 1.84947 -0.55903 -0.4 -2.1 1.0
H -0.08264 -0.05046 1.48232 0.6 -1.1 0.9
H 1.84506 0.93819 -0.77504 0.2 -1.4 1.5
H 2.32662 0.10391 1.00066 -1.1 -0.2 -2.6
H 0.71629 -0.92317 -1.46304 0.2 -0.3 3.2
N -2.22692 0.29545 -0.23344 1.9 1.7 -0.4
N 0.93578 -1.05601 -0.37224 -1.1 1.0 -1.3
O -2.17408 -0.94449 0.11502 0.8 -5.3 2.3
```
Positions in Å, forces in eV/Å.

---

Entry 2:
A 11-piece molecular cluster, C32H69N7O10 overall in a non-equilibrium geometry, computed with wB97M-V/def2-TZVPD.

DFT total energy	-2396.273279	Eh
net charge	0

Structure (XYZ):
```
118
Properties=species:S:1:pos:R:3:forces:R:3
C 3.37623 -1.36328 -3.66771 -1.0 -1.4 1.0
O 3.95891 -0.86993 -2.72960 0.8 0.7 -0.2
N 2.19630 -2.02748 -3.48212 0.1 -0.6 0.0
C 1.62306 -2.80298 -4.60585 -0.1 1.7 0.4
C 1.69845 -2.26636 -2.08529 0.9 -0.1 -1.4
H 3.74060 -1.44179 -4.70370 0.1 0.4 0.0
H 2.06523 -2.38344 -5.50950 0.4 -0.5 -0.1
H 0.58517 -2.50503 -4.75451 -0.3 -0.4 0.4
H 1.72857 -3.88527 -4.53087 0.1 0.1 0.1
H 0.75634 -1.73615 -1.94598 -0.1 -0.5 0.1
H 1.71083 -3.35303 -2.00098 -0.9 -0.1 0.3
H 2.42311 -1.94056 -1.33908 0.0 0.4 -0.4
C 1.33510 -4.38485 1.88301 -1.0 -0.6 0.3
O 1.26241 -3.24287 1.48994 0.4 0.7 -0.2
N 2.38979 -5.18671 1.96139 1.5 -0.2 0.8
C 2.23231 -6.59168 2.24284 -0.2 -0.6 0.0
C 3.72233 -4.80880 1.56228 0.5 1.5 -1.1
H 0.45601 -4.94726 2.23387 -0.4 0.2 0.0
H 2.20774 -7.14749 1.30551 0.0 -0.2 -0.1
H 1.32136 -6.80679 2.80140 -0.1 0.2 -0.1
H 3.05602 -6.99136 2.83432 0.1 0.3 0.0
H 4.55546 -5.11408 2.19537 -0.5 -0.8 0.1
H 3.84655 -5.04870 0.50628 0.5 -0.7 0.0
H 3.90558 -3.73504 1.52299 -0.8 0.3 0.4
C 0.05043 5.22293 -3.19221 -1.6 0.0 -0.1
O -0.00269 4.34802 -2.34220 0.2 -0.1 -0.3
N -0.71415 5.28577 -4.33157 1.3 2.6 1.1
C -0.50022 6.43066 -5.22829 0.4 -0.7 -0.7
C -1.72369 4.40758 -4.76007 -0.8 -1.5 -0.6
H 0.62012 6.15510 -3.05541 0.3 -0.3 -0.1
H -1.39403 6.99194 -5.50066 -0.3 -0.2 0.5
H -0.13751 5.99331 -6.15847 0.1 0.2 -0.3
H 0.25863 7.14355 -4.90577 -0.1 -0.3 0.4
H -1.34398 3.87868 -5.63424 0.0 -0.6 -0.1
H -2.08540 3.72940 -3.98721 0.5 0.0 -0.1
H -2.62673 4.89681 -5.12512 0.1 0.6 0.3
C -2.62108 -3.57775 4.96230 1.1 -0.1 0.5
O -2.86011 -3.00882 6.00552 -0.1 -0.4 0.8
N -2.87347 -3.04563 3.77647 -0.5 0.0 -1.2
C -2.60614 -3.73085 2.47521 -0.2 0.7 1.3
C -3.59142 -1.80044 3.76887 -1.2 1.3 -1.0
H -2.03491 -4.50722 4.89380 -0.2 -0.3 0.2
H -2.33761 -4.76304 2.70005 0.2 0.1 -0.1
H -1.80789 -3.20066 1.95578 0.1 -0.2 -0.1
H -3.49212 -3.73741 1.84031 -0.1 0.1 0.2
H -3.03371 -1.02307 3.24660 0.1 -0.1 -0.5
H -4.56607 -1.93222 3.29896 0.2 0.0 -0.6
H -3.88653 -1.27473 4.67696 0.8 -1.1 0.7
C 2.59046 -1.69257 4.11708 2.8 -1.3 1.5
O 3.65061 -2.12897 4.64305 -1.4 0.5 -1.6
N 1.61908 -1.22830 4.88171 -1.1 1.4 0.0
C 0.42065 -0.68093 4.30409 -0.2 -0.1 -0.3
C 1.65632 -1.27266 6.32286 -0.1 0.1 -0.3
H 2.39429 -1.72392 3.03415 0.0 0.2 0.2
H 0.67384 -0.46700 3.26571 -0.6 0.0 -0.1
H 0.07570 0.22422 4.80390 0.5 0.3 0.0
H -0.42130 -1.36144 4.43099 -0.1 -0.3 -0.4
H 1.20724 -0.37503 6.74794 0.0 0.2 -0.2
H 0.97526 -2.08870 6.56440 0.5 -0.3 0.8
H 2.70112 -1.31942 6.62994 -0.3 -0.6 0.3
C 3.61399 -0.27505 0.76386 0.5 1.3 2.5
O 2.72738 0.56490 0.64838 0.5 -1.1 -0.3
N 4.73781 -0.09034 1.56569 -2.6 1.3 -0.6
C 5.73337 -1.07252 1.59353 1.2 -0.3 0.7
C 4.90993 1.00957 2.50847 0.0 -0.1 0.4
H 3.59735 -1.34523 0.50570 -0.4 0.2 -0.9
H 5.86314 -1.38755 2.62891 -0.1 -0.7 0.0
H 6.68823 -0.61087 1.34211 0.3 -0.2 -0.5
H 5.46601 -1.87749 0.90895 0.3 -0.1 0.2
H 4.03430 1.62486 2.71538 -0.1 0.1 -1.1
H 5.07951 0.63970 3.51968 0.4 -0.7 0.0
H 5.80266 1.58241 2.25748 -0.2 0.4 -0.2
C -0.66274 -0.85505 0.44693 0.9 -0.3 -0.2
C -0.82536 0.27775 -0.53297 -0.1 -1.2 -0.9
O -1.22442 -0.02370 -1.66122 0.4 1.2 1.2
C -0.52470 1.67065 -0.06445 -1.1 1.2 -0.2
H -1.62293 -0.97547 0.94856 0.2 -0.1 0.4
H 0.19748 -0.76687 1.11051 -0.4 0.6 0.4
H -0.37283 -1.76863 -0.07213 -0.7 -0.1 -0.3
H -0.76110 1.88884 0.97700 0.5 -0.8 0.4
H -1.21572 2.37562 -0.52662 0.1 -0.1 -0.8
H 0.47874 2.02928 -0.29377 0.1 -0.4 0.0
C -4.22744 2.38647 -1.98806 0.4 1.3 -0.5
C -4.67077 3.86927 -2.22224 1.1 0.8 0.5
O -4.02790 4.62756 -2.92617 -0.5 -1.0 0.3
C -5.84783 4.43758 -1.43671 -0.3 -1.3 -1.3
H -4.47527 2.03230 -0.98743 -0.2 -0.1 -0.2
H -3.14416 2.37840 -2.10863 0.1 0.0 0.1
H -4.56389 1.72920 -2.78988 -0.5 0.0 0.2
H -5.61833 5.32026 -0.83978 0.2 -0.5 0.2
H -6.32677 3.56827 -0.98615 -0.2 0.6 0.8
H -6.53535 4.75844 -2.21930 -0.2 0.2 0.0
C 1.56376 1.21673 -3.91991 -0.2 0.6 0.5
C 2.72683 2.15855 -3.59726 -0.2 -0.2 1.6
O 3.18826 2.85459 -4.44507 0.7 0.8 -1.6
C 3.25123 2.32547 -2.13185 0.0 -1.1 -1.8
H 0.83538 1.82574 -4.45534 -0.1 0.1 0.1
H 1.10856 0.87144 -2.99164 -0.1 -0.3 -0.2
H 1.77399 0.39963 -4.61000 0.4 0.0 0.3
H 3.39998 1.30213 -1.78725 -0.4 0.2 0.7
H 2.55468 2.95699 -1.58039 0.1 -0.3 0.2
H 4.25042 2.75403 -2.20970 -0.2 0.4 0.0
C -4.23969 -1.26058 -0.45581 2.5 1.2 -0.4
C -5.55686 -1.43800 0.07859 -3.3 -0.6 3.3
O -5.76217 -1.63832 1.29902 0.4 0.4 -2.9
C -6.74127 -1.32188 -0.89932 0.4 -0.6 0.4
H -3.67891 -2.16649 -0.68598 -0.4 -0.2 -0.4
H -3.59934 -0.76402 0.27323 -0.2 -0.1 0.4
H -4.23590 -0.56036 -1.29114 0.0 -0.4 -0.4
H -7.34840 -0.43315 -0.72708 0.5 0.4 -0.2
H -7.47597 -2.10892 -0.72937 0.3 -0.3 0.1
H -6.33624 -1.40888 -1.90753 -0.4 0.3 -0.1
C 0.03221 4.98575 0.85715 -1.1 0.3 -1.0
C -0.16739 6.32163 0.23927 0.7 -1.0 1.3
N -0.25219 7.34374 -0.26368 -0.2 0.6 -0.4
H 1.06112 4.64630 0.73791 -0.2 0.0 0.0
H -0.66009 4.40533 0.24728 0.5 -0.6 -0.2
H -0.36085 4.82375 1.86081 0.4 0.8 0.2
```
Positions in Å, forces in eV/Å.

---

Entry 3:
A 2-piece molecular cluster, C2HN3O3 overall in a non-equilibrium geometry, computed with wB97M-V/def2-TZVPD.

DFT total energy	-466.493349	Eh
net charge	0

Structure (XYZ):
```
9
Properties=species:S:1:pos:R:3:forces:R:3
C 1.31180 -0.29545 -0.35454 -1.9 1.4 0.0
C 0.05658 0.47820 -0.07118 2.4 -0.5 0.2
N 2.31289 0.39781 0.07292 -0.5 -0.2 0.3
N 0.42411 1.52634 0.55645 -1.6 0.2 0.1
N -2.13916 -0.71022 -0.06559 1.9 1.2 0.1
O -2.89344 -0.63265 -0.94302 -1.0 0.0 -1.3
O -2.14309 -1.09200 1.03201 -0.3 -0.8 1.4
O 1.76394 1.53057 0.69433 0.4 -1.0 -0.8
H 1.30637 -1.20261 -0.92136 0.7 -0.3 0.0
```
Positions in Å, forces in eV/Å.

---

Entry 4:
One molecule with the formula C3H7FO2S in a non-equilibrium geometry, computed with wB97M-V/def2-TZVPD.

DFT total energy	-766.974673	Eh
net charge	0

Structure (XYZ):
```
14
Properties=species:S:1:pos:R:3:forces:R:3
C 0.84274 1.20190 0.00028 2.0 4.1 -3.5
C 0.80959 -1.24135 -0.08213 2.6 1.1 -2.4
C 0.35529 -0.00888 0.52995 -4.6 -1.9 2.5
O -1.77350 -0.28789 -1.48212 0.1 -0.3 1.3
O -2.31345 1.13962 0.48624 0.4 -1.0 -0.4
F -2.12051 -1.30262 0.82009 0.3 0.9 -1.1
S -1.62705 -0.00397 -0.07138 0.4 0.6 1.1
H 1.41270 1.10586 -1.01964 -0.7 -0.3 1.9
H -0.04054 1.77263 -0.35936 0.8 0.5 0.7
H 1.48872 1.84785 0.66589 -0.9 -0.8 -0.6
H 1.90465 -1.00815 -0.28393 -1.0 -1.0 0.1
H 0.29900 -1.01130 -1.02881 0.8 -1.4 -0.7
H 0.65986 -2.24441 0.23639 -0.5 -0.4 0.8
H 0.10250 0.04072 1.58852 0.4 -0.2 0.2
```
Positions in Å, forces in eV/Å.

---

Values of energy relative to the best compared isomer or geometry (same formula, charge and spin), in order: 130.5 0.0 235.0 34.2, all in kcal per mole.